1.
Formula: C48H83BrF3IN3O21S
Source: the OMol25 dataset
Level of theory: ωB97M-V/def2-TZVPD

Geometry as ORCA input:
```
! wB97M-V def2-TZVPD RIJCOSX def2/J DEFGRID3
* xyz 1 1
H -8.124 -8.588 -0.585
H -0.856 -2.686 -6.511
C -5.850 -3.684 0.537
H -2.045 1.097 -1.884
H -0.540 -0.327 -7.302
O -5.639 -0.995 2.267
C -0.487 1.722 6.217
C 10.389 5.777 7.661
O -4.486 -2.578 3.634
H -2.968 0.058 0.437
H 8.114 1.372 5.258
O 0.988 -2.051 -5.778
H 5.145 -2.492 -1.490
H 11.010 6.136 8.481
H -3.757 -0.514 5.221
H -7.110 2.172 0.295
C 0.006 0.217 3.299
H -5.295 -2.981 -14.214
O 9.555 2.881 6.665
C 0.600 0.844 5.626
O -0.686 -0.996 -4.684
H -1.608 -0.511 -0.512
H 5.111 6.192 4.697
N 1.569 0.886 1.463
C -5.121 2.837 0.628
H 7.956 -5.280 -5.643
O -6.582 -6.747 0.242
N -4.593 1.966 -0.380
H -1.291 2.244 -0.774
H 2.173 -1.606 3.731
O -3.103 -2.162 -11.779
H -6.448 -5.094 2.061
O 2.065 5.168 5.252
H 0.489 -0.195 -0.108
H 4.497 -0.532 -3.752
O 1.924 3.669 3.680
C 0.108 -2.343 -6.883
C -4.391 -2.517 -13.821
H 0.571 -3.175 -7.409
H -1.087 2.132 5.406
O -3.229 3.493 -1.396
H -0.032 2.580 6.697
C 2.816 0.630 0.713
H -9.415 -8.113 -1.705
H -1.471 1.314 -12.018
H -4.853 0.738 4.628
H 9.459 4.172 8.777
H 0.780 0.629 -3.051
H 5.944 -0.944 -1.734
H 10.992 5.119 7.036
H 5.779 5.100 3.525
C 7.946 2.273 4.673
H 3.207 2.127 3.207
O -6.510 -1.494 4.489
C -3.220 0.399 3.300
O -8.658 -6.574 -0.628
H -2.113 -1.385 3.723
H 0.574 2.610 2.252
H 7.533 -5.481 -3.931
H 8.807 2.473 4.038
H 10.084 6.628 7.051
H 7.064 2.140 4.050
C -6.895 -4.357 1.394
H 3.763 -2.115 -3.549
H 0.379 -3.680 0.523
C 4.850 5.455 3.952
H 4.224 5.933 3.208
H 1.226 1.508 5.041
H -7.405 -3.619 2.013
C 0.001 -0.278 4.735
H -3.523 -2.998 -14.272
O -3.877 -0.041 -11.912
C -1.978 0.318 0.085
C 7.177 -5.139 -4.901
C 2.625 2.892 2.706
C 1.307 -2.656 2.124
C -7.020 3.618 1.896
O 6.908 -3.733 -4.860
C 8.603 3.585 6.472
H -4.209 5.115 2.991
H -0.617 0.959 -10.505
H 0.597 -1.161 4.908
C 0.451 -1.375 -4.782
C 1.397 0.037 2.710
H -7.728 -7.717 -2.091
C -4.345 -2.649 -12.315
H -2.736 1.301 3.661
O -1.806 -0.551 -11.171
H 8.603 5.706 8.855
O 8.270 4.679 7.146
C -4.848 4.478 2.402
C 0.388 0.681 0.517
C -3.019 -0.841 -11.649
H -5.305 -4.415 -0.062
C -0.977 0.598 1.215
H 3.302 3.533 2.153
H 2.100 -3.389 2.096
C -2.246 -0.710 2.888
C 2.661 4.417 4.565
C 0.956 -0.406 -2.749
H 4.535 3.309 4.341
H 0.319 1.514 -0.167
C -4.315 3.682 1.393
O 5.753 -2.063 -4.137
C -1.558 0.851 -11.036
C -3.333 2.415 -0.900
O 1.404 -1.171 -3.854
H -0.246 1.279 3.413
F 3.855 0.630 1.526
H -5.181 -2.135 -11.842
C 5.857 -3.394 -4.123
Br 1.657 0.063 7.048
H -1.213 1.631 1.526
C 4.668 -1.537 -3.368
F 2.761 -0.531 0.103
H -2.766 -1.318 2.159
C 5.011 -1.487 -1.892
H 6.291 -5.696 -5.193
O -7.926 -4.965 0.605
C -7.617 -6.154 0.087
H -3.795 0.646 2.418
H -6.315 -2.980 -0.156
H -8.082 3.563 2.083
H -0.628 -1.427 -8.683
H 2.020 0.530 3.452
H 4.220 -0.997 -1.335
C -0.041 -1.155 -7.806
O 5.125 -4.151 -3.541
O 7.680 3.393 5.518
H -4.383 -1.470 -14.121
H -1.094 1.167 6.921
H -5.243 2.020 -1.159
C -8.455 -7.827 -1.288
H 2.979 -1.390 2.270
H 0.048 -0.832 -2.319
H -0.190 -2.050 0.635
H 0.936 -0.798 -8.131
H 1.409 -2.424 -0.043
H -0.991 -0.462 5.127
H -6.637 5.038 3.465
C 4.147 4.270 4.658
C -2.101 1.533 -0.890
C -6.211 4.443 2.677
C 1.978 -1.388 2.686
H -2.345 1.336 -10.463
H -5.142 -3.142 1.155
H -7.221 -1.693 3.859
F 3.014 1.567 -0.192
H 1.527 2.941 0.888
C -4.226 -0.099 4.336
C -6.491 2.821 0.891
C 1.520 2.360 1.799
C 0.694 -2.665 0.739
H -4.393 -3.696 -12.025
H 4.372 4.354 5.712
N -0.953 -0.343 2.338
I -0.087 -3.646 3.453
C 9.177 5.052 8.201
H 1.753 -0.431 -2.012
S -5.222 -1.353 3.589
H -3.251 3.729 1.220
*
```

Output
HOMO	-10.689	eV
F_max	2.012	eV/A
DFT total energy	-195714.7179	eV
gap between HOMO and LUMO	0.312	Eh

---

2.
Formula: C10H13MgNO2
Source: the OMol25 dataset
Level of theory: ωB97M-V/def2-TZVPD

Geometry as ORCA input:
```
! wB97M-V def2-TZVPD RIJCOSX def2/J DEFGRID3
* xyz -2 1
H 1.997 1.069 3.953
H 2.712 1.440 -0.437
H -2.416 1.286 -0.169
H 0.382 0.620 4.607
H 2.601 -1.212 -1.028
O -0.616 -0.289 2.631
N -1.704 0.524 -0.319
H 0.483 -1.617 -2.646
C -2.682 -1.401 -1.295
C -0.714 -1.887 0.173
O 1.209 0.762 1.505
C 2.007 0.966 -1.130
H -0.247 -2.658 -0.434
C -1.680 -0.937 -0.406
C 0.881 1.119 3.786
C 1.905 -0.441 -1.381
H -0.821 -2.263 1.167
C 0.912 1.609 -1.810
H -0.752 0.739 -3.052
H -3.229 -0.679 -1.837
Mg 0.219 0.353 -0.198
H 0.590 2.195 3.788
C 0.143 0.591 -2.451
C 0.760 -0.653 -2.181
H 0.644 2.669 -1.744
C 0.417 0.484 2.510
H -3.003 -2.391 -1.601
*
```

Output
HOMO	1.776	eV
F_max	5.388	eV/A
DFT total energy	-21607.1041	eV
gap between HOMO and LUMO	0.138	Eh